<one>
Entry from OMol25: a 2-piece molecular cluster, C12H17N overall (ωB97M-V/def2-TZVPD).

Values from the calculation:
* orbital gap: 8.79 eV
* molar mass: 175.275 u
* HOMO: -7.9 eV

Each line ends with the natural charge from an NBO analysis.
Atoms and positions in Å:
C (-0.950, 0.219, 3.360)  -0.592
C (-1.166, 0.516, 1.866)  -0.427
C (-0.756, -0.584, 0.949)  -0.099
C (-1.461, -1.712, 0.718)  -0.017
N (-0.746, -2.577, -0.085)  -0.529
C (0.430, -1.965, -0.429)  0.145
C (1.469, -2.438, -1.226)  -0.244
C (2.545, -1.613, -1.406)  -0.210
C (2.657, -0.384, -0.732)  -0.244
C (1.675, -0.003, 0.153)  -0.182
C (0.501, -0.745, 0.275)  -0.101
H (0.049, 0.392, 3.653)  0.202
H (-1.195, -0.795, 3.669)  0.203
H (-1.554, 0.903, 3.943)  0.202
H (-2.205, 0.842, 1.738)  0.212
H (-0.682, 1.486, 1.707)  0.216
H (-2.461, -1.916, 1.070)  0.209
H (-1.209, -3.339, -0.547)  0.409
H (1.435, -3.470, -1.554)  0.212
H (3.407, -1.971, -1.955)  0.210
H (3.557, 0.177, -0.942)  0.215
H (1.757, 0.882, 0.769)  0.210
C (-0.621, 2.066, -2.622)  -0.605
C (-0.614, 2.486, -1.158)  -0.608
H (0.328, 1.673, -2.978)  0.207
H (-1.353, 1.271, -2.748)  0.202
H (-0.912, 2.914, -3.242)  0.198
H (-0.478, 1.605, -0.543)  0.208
H (-1.589, 2.879, -0.860)  0.197
H (0.141, 3.204, -0.839)  0.200

---

<two>
Entry from OMol25: a 2-piece molecular cluster, C12H17N overall (ωB97M-V/def2-TZVPD).

Values from the calculation:
* orbital gap: 8.70 eV
* molar mass: 175.275 u
* HOMO: -7.8 eV

Each line ends with the natural charge from an NBO analysis.
Atoms and positions in Å:
C (0.795, 0.930, 2.352)  -0.639
C (1.215, 0.271, 1.071)  -0.072
C (1.953, -0.856, 0.854)  -0.049
N (1.955, -1.129, -0.527)  -0.538
C (1.367, -0.062, -1.144)  0.163
C (1.043, 0.006, -2.499)  -0.252
C (0.329, 1.128, -2.873)  -0.198
C (-0.405, 1.940, -1.996)  -0.253
C (-0.185, 1.739, -0.633)  -0.182
C (0.791, 0.845, -0.220)  -0.108
H (0.334, 1.890, 2.133)  0.218
H (1.521, 1.048, 3.171)  0.225
H (0.082, 0.266, 2.838)  0.217
H (2.361, -1.643, 1.471)  0.214
H (2.320, -1.932, -1.012)  0.414
H (1.558, -0.626, -3.209)  0.211
H (0.200, 1.310, -3.943)  0.205
H (-1.197, 2.559, -2.388)  0.219
H (-0.778, 2.219, 0.129)  0.210
C (-2.534, -0.614, 2.538)  -0.607
C (-1.959, -0.967, 1.123)  -0.412
C (-2.477, -2.169, 0.332)  -0.621
H (-1.904, -1.182, 3.218)  0.196
H (-3.579, -0.941, 2.562)  0.201
H (-2.430, 0.424, 2.828)  0.209
H (-2.210, -0.097, 0.500)  0.193
H (-0.876, -0.841, 1.225)  0.213
H (-1.892, -3.068, 0.204)  0.211
H (-3.520, -2.333, 0.639)  0.204
H (-2.571, -1.863, -0.726)  0.211

---

<three>
Entry from OMol25: a 2-piece molecular cluster, C12H17N overall (ωB97M-V/def2-TZVPD).

Values from the calculation:
* orbital gap: 8.88 eV
* molar mass: 175.275 u
* HOMO: -7.9 eV

Each line ends with the natural charge from an NBO analysis.
Atoms and positions in Å:
C (2.286, 0.829, 0.950)  -0.631
C (1.667, 0.476, -0.375)  -0.068
C (2.072, -0.540, -1.168)  -0.042
N (1.256, -0.662, -2.280)  -0.563
C (0.299, 0.330, -2.176)  0.211
C (-0.789, 0.576, -3.012)  -0.265
C (-1.614, 1.633, -2.676)  -0.212
C (-1.369, 2.434, -1.551)  -0.240
C (-0.278, 2.196, -0.740)  -0.185
C (0.560, 1.116, -1.053)  -0.128
H (3.366, 0.724, 0.945)  0.221
H (1.850, 0.168, 1.695)  0.218
H (2.030, 1.857, 1.201)  0.216
H (2.791, -1.292, -0.860)  0.210
H (1.513, -0.948, -3.209)  0.409
H (-1.116, -0.083, -3.812)  0.216
H (-2.525, 1.822, -3.226)  0.210
H (-2.026, 3.266, -1.340)  0.211
H (0.065, 2.867, 0.034)  0.211
C (0.071, -2.158, 2.601)  -0.612
C (-0.876, -0.958, 2.332)  -0.406
C (-1.984, -1.299, 1.366)  -0.611
H (0.048, -2.525, 3.632)  0.206
H (-0.121, -2.948, 1.875)  0.205
H (1.126, -1.875, 2.486)  0.201
H (-1.240, -0.691, 3.321)  0.198
H (-0.318, -0.114, 1.933)  0.200
H (-1.573, -1.721, 0.435)  0.201
H (-2.682, -2.064, 1.693)  0.203
H (-2.489, -0.415, 0.979)  0.215

---

<four>
Entry from OMol25: a 2-piece molecular cluster, C12H17N overall (ωB97M-V/def2-TZVPD).

Values from the calculation:
* orbital gap: 8.80 eV
* molar mass: 175.275 u
* HOMO: -7.9 eV

Each line ends with the natural charge from an NBO analysis.
Atoms and positions in Å:
C (-2.676, -0.642, 1.695)  -0.629
C (-1.758, 0.262, 0.930)  -0.088
C (-1.400, 1.511, 1.303)  -0.055
N (-0.595, 2.026, 0.241)  -0.540
C (-0.675, 1.137, -0.792)  0.136
C (0.038, 1.264, -1.978)  -0.234
C (-0.081, 0.186, -2.855)  -0.211
C (-0.794, -0.962, -2.541)  -0.241
C (-1.466, -1.128, -1.328)  -0.218
C (-1.384, -0.044, -0.442)  -0.046
H (-3.722, -0.469, 1.408)  0.213
H (-2.615, -0.458, 2.766)  0.216
H (-2.525, -1.697, 1.465)  0.216
H (-1.833, 2.113, 2.081)  0.219
H (-0.045, 2.859, 0.251)  0.412
H (0.842, 1.953, -2.199)  0.214
H (0.540, 0.273, -3.740)  0.208
H (-0.786, -1.760, -3.274)  0.210
H (-1.995, -2.054, -1.172)  0.220
C (3.673, -1.007, 0.234)  -0.616
C (2.639, -0.551, 1.259)  -0.405
C (2.698, -1.219, 2.628)  -0.610
H (4.603, -1.377, 0.663)  0.206
H (3.787, -0.170, -0.452)  0.211
H (3.350, -1.904, -0.305)  0.208
H (2.660, 0.522, 1.478)  0.193
H (1.606, -0.695, 0.927)  0.208
H (2.532, -2.299, 2.693)  0.201
H (3.565, -0.981, 3.242)  0.198
H (1.850, -0.889, 3.253)  0.205

---

<one> wins, 0.141 eV ahead of the next structure.

---

<one>
Entry from OMol25: a 2-piece molecular cluster, C12H17N overall (ωB97M-V/def2-TZVPD).

Values from the calculation:
* orbital gap: 8.56 eV
* molar mass: 175.275 u
* HOMO: -7.6 eV

Each line ends with the natural charge from an NBO analysis.
Atoms and positions in Å:
C (2.491, 2.733, 0.962)  -0.598
C (1.612, 1.474, 1.031)  -0.420
C (0.914, 1.115, -0.189)  -0.064
C (1.569, 1.015, -1.452)  -0.048
N (0.610, 0.263, -2.182)  -0.529
C (-0.639, 0.413, -1.518)  0.166
C (-1.860, -0.035, -1.985)  -0.222
C (-2.959, 0.162, -1.157)  -0.219
C (-2.808, 0.737, 0.069)  -0.219
C (-1.547, 1.123, 0.536)  -0.197
C (-0.510, 0.942, -0.238)  -0.119
H (1.960, 3.599, 1.198)  0.204
H (2.930, 2.938, -0.014)  0.202
H (3.302, 2.765, 1.686)  0.204
H (2.420, 0.662, 1.356)  0.207
H (0.800, 1.592, 1.798)  0.209
H (2.632, 1.110, -1.900)  0.232
H (0.636, 0.318, -3.077)  0.369
H (-1.933, -0.580, -2.873)  0.208
H (-3.942, -0.117, -1.520)  0.211
H (-3.662, 0.651, 0.744)  0.211
H (-1.555, 1.588, 1.479)  0.214
C (0.029, -2.346, 1.170)  -0.613
C (-0.216, -3.763, 0.648)  -0.612
H (-0.773, -2.054, 1.883)  0.206
H (0.971, -2.332, 1.611)  0.198
H (0.138, -1.645, 0.309)  0.211
H (-0.343, -3.808, -0.463)  0.206
H (0.773, -4.255, 0.941)  0.199
H (-1.041, -4.262, 1.146)  0.205

---

<two>
Entry from OMol25: a 2-piece molecular cluster, C12H17N overall (ωB97M-V/def2-TZVPD).

Values from the calculation:
* orbital gap: 8.81 eV
* molar mass: 175.275 u
* HOMO: -7.9 eV

Each line ends with the natural charge from an NBO analysis.
Atoms and positions in Å:
C (3.058, 1.154, -1.418)  -0.634
C (2.692, -0.022, -0.590)  -0.084
C (3.111, -1.311, -0.670)  -0.029
N (2.284, -2.116, 0.085)  -0.543
C (1.369, -1.344, 0.755)  0.195
C (0.540, -1.617, 1.846)  -0.262
C (-0.118, -0.555, 2.436)  -0.214
C (-0.082, 0.717, 1.856)  -0.241
C (0.829, 1.032, 0.870)  -0.192
C (1.631, -0.013, 0.386)  -0.117
H (3.921, 0.957, -2.055)  0.217
H (3.420, 2.002, -0.824)  0.215
H (2.288, 1.497, -2.109)  0.220
H (3.799, -1.799, -1.342)  0.209
H (2.410, -3.107, 0.195)  0.408
H (0.468, -2.581, 2.339)  0.213
H (-0.681, -0.708, 3.345)  0.212
H (-0.738, 1.452, 2.311)  0.210
H (1.010, 2.060, 0.596)  0.217
C (-3.603, 0.765, 0.215)  -0.609
C (-2.933, -0.247, -0.699)  -0.396
C (-2.020, 0.514, -1.725)  -0.608
H (-2.915, 1.512, 0.599)  0.204
H (-4.452, 1.220, -0.283)  0.201
H (-4.037, 0.281, 1.100)  0.203
H (-3.657, -0.859, -1.224)  0.193
H (-2.215, -0.866, -0.161)  0.202
H (-1.855, -0.156, -2.572)  0.202
H (-1.053, 0.676, -1.252)  0.210
H (-2.470, 1.462, -2.009)  0.197

---

<three>
Entry from OMol25: a 2-piece molecular cluster, C12H17N overall (ωB97M-V/def2-TZVPD).

Values from the calculation:
* orbital gap: 8.70 eV
* molar mass: 175.275 u
* HOMO: -7.8 eV

Each line ends with the natural charge from an NBO analysis.
Atoms and positions in Å:
C (0.237, -2.526, -2.298)  -0.630
C (0.205, -2.312, -0.803)  -0.081
C (-0.692, -2.928, 0.022)  -0.037
N (-0.613, -2.293, 1.248)  -0.523
C (0.362, -1.331, 1.234)  0.140
C (0.840, -0.471, 2.222)  -0.228
C (1.875, 0.392, 1.899)  -0.225
C (2.445, 0.352, 0.633)  -0.243
C (2.068, -0.534, -0.338)  -0.199
C (0.988, -1.399, -0.062)  -0.092
H (-0.793, -2.668, -2.647)  0.215
H (0.718, -3.457, -2.608)  0.215
H (0.677, -1.681, -2.821)  0.218
H (-1.397, -3.712, -0.187)  0.214
H (-1.302, -2.327, 1.979)  0.407
H (0.266, -0.350, 3.128)  0.206
H (2.170, 1.014, 2.735)  0.216
H (3.197, 1.124, 0.474)  0.213
H (2.496, -0.537, -1.330)  0.215
C (-1.339, 2.263, -1.515)  -0.610
C (-0.736, 2.742, -0.171)  -0.413
C (-1.444, 2.130, 1.031)  -0.615
H (-0.924, 1.336, -1.903)  0.206
H (-1.431, 2.968, -2.333)  0.208
H (-2.399, 2.067, -1.311)  0.194
H (0.308, 2.434, -0.122)  0.211
H (-0.886, 3.823, -0.218)  0.201
H (-2.149, 2.789, 1.549)  0.204
H (-1.948, 1.239, 0.643)  0.202
H (-0.800, 1.855, 1.869)  0.212

---

<four>
Entry from OMol25: C12H17N as an isolated structure (ωB97M-V/def2-TZVPD).

Values from the calculation:
* orbital gap: 8.25 eV
* molar mass: 175.275 u
* HOMO: -7.4 eV

Each line ends with the natural charge from an NBO analysis.
Atoms and positions in Å:
C (-0.636, 1.014, 2.598)  -0.610
C (-1.507, 1.605, 1.687)  -0.429
C (-0.798, 1.962, 0.318)  -0.196
C (-1.805, 0.045, -0.563)  -0.207
C (-1.565, -1.083, -1.696)  -0.475
C (-0.667, -2.162, -1.314)  -0.397
C (0.665, -1.499, -0.484)  -0.115
C (1.960, -2.109, -0.683)  -0.221
C (3.128, -1.331, -0.396)  -0.253
C (3.041, 0.111, -0.167)  -0.222
C (1.878, 0.678, -0.006)  -0.244
C (0.612, -0.098, -0.147)  0.183
H (-0.799, 1.200, 3.631)  0.228
H (0.569, 1.215, 2.425)  0.217
H (-0.771, -0.149, 2.153)  0.205
H (-2.384, 0.963, 1.500)  0.204
H (-1.886, 2.701, 1.962)  0.190
H (-1.459, 2.395, -0.452)  0.194
H (-0.006, 2.807, 0.322)  0.227
H (-2.399, -0.303, 0.399)  0.187
H (-2.322, 1.136, -0.783)  0.218
H (-2.583, -1.239, -1.677)  0.227
H (-1.363, -0.697, -2.776)  0.225
H (-1.270, -3.158, -0.651)  0.201
H (-0.102, -2.917, -2.058)  0.249
H (2.335, -3.183, -1.174)  0.247
H (4.309, -1.358, -1.134)  0.201
H (4.225, 0.673, -0.320)  0.217
H (2.120, 2.032, -0.182)  0.219
N (-0.519, 0.751, -0.332)  -0.468

---

<two> wins, 0.365 eV ahead of the next structure.